Density functional theory data (the ωB97M-V functional and the def2-TZVPD basis) for a 7-piece molecular cluster, C33H28F48O9 overall.

```
118
Properties=species:S:1:pos:R:3:forces:R:3
C -1.9216 -1.3310 -5.7018 0.13 0.16 1.03
C -0.5677 -1.7641 -5.1231 -1.04 -0.97 0.06
O -0.9666 -2.4207 -3.8658 -0.38 0.70 -0.98
C -2.2821 -2.7336 -3.9645 -0.29 -2.13 0.38
O -2.8291 -3.5242 -3.2182 0.63 1.64 -0.82
O -2.8621 -2.2196 -5.0718 0.56 -0.01 0.58
H -2.0215 -1.4621 -6.7669 0.07 0.21 -0.25
H -2.1539 -0.3272 -5.3444 -0.12 0.12 -0.44
H 0.1021 -0.9464 -4.9276 0.29 0.13 0.20
H -0.1290 -2.5294 -5.7665 0.31 0.11 0.22
C 2.0886 -5.3846 2.4009 0.23 0.74 -0.49
C 2.2842 -6.6278 3.1804 -0.96 -0.94 0.89
C 2.6386 -6.4289 4.6513 1.33 -1.32 0.41
F 2.9512 -7.6799 5.1129 0.04 0.26 0.11
F 3.7945 -5.6799 4.7599 -1.30 -0.19 -0.09
F 1.1282 -7.3629 3.1699 -0.54 0.39 0.34
F 3.1486 -7.4515 2.5685 0.92 0.52 -0.21
O 1.2609 -4.4818 3.1449 0.45 -0.64 1.11
C 1.1932 -3.1718 2.8569 -1.15 0.08 -1.41
C 0.0631 -2.5292 3.7287 1.82 -0.60 0.42
F 0.5149 -2.7597 5.0093 -0.95 0.04 -0.36
F -0.0012 -1.2047 3.5683 0.01 0.16 -0.32
F 2.3387 -2.4832 2.9549 -0.08 -0.40 0.03
F 0.7880 -3.1012 1.5302 0.25 0.62 0.13
H 1.5740 -5.7416 1.5242 -0.14 0.40 -0.68
H 3.0801 -4.9893 2.1794 -0.14 0.32 -0.10
H 1.8063 -6.1054 5.2776 0.25 0.73 -0.24
H -0.8966 -2.9781 3.4861 -0.13 -0.18 0.41
C 4.0458 -4.2258 -3.2378 0.12 0.26 1.83
C 3.5233 -2.8552 -3.6582 0.77 -0.05 -0.42
C 3.5180 -2.6042 -5.1469 -0.05 1.89 -0.41
F 2.8161 -3.5339 -5.8128 0.19 -0.21 0.04
F 2.8821 -1.3743 -5.3829 0.56 -1.16 0.24
F 2.2858 -2.6523 -3.2134 -0.71 -0.30 0.73
F 4.3426 -1.9096 -3.1044 -0.25 -0.03 -0.25
O 5.1880 -4.6649 -3.9427 -0.27 -0.01 -1.26
C 6.4610 -4.5178 -3.4394 -1.70 -0.21 0.64
C 6.8369 -5.7670 -2.6401 0.35 0.42 -1.15
F 7.9089 -5.4374 -1.9315 1.02 -0.26 0.72
F 5.8140 -5.9920 -1.8036 -0.33 -0.45 0.39
F 7.2677 -4.1592 -4.4167 0.62 -0.56 -0.78
F 6.4915 -3.5536 -2.5484 0.01 1.69 1.13
H 3.2707 -4.9853 -3.2743 -0.02 -0.03 -0.43
H 4.2868 -4.0749 -2.1662 -0.15 -0.21 -0.47
H 4.5522 -2.4890 -5.4738 -0.15 -0.32 -0.51
H 7.0479 -6.6193 -3.2663 -0.07 -0.53 -0.09
C -0.0261 0.6896 -0.7951 1.11 0.70 -1.89
C 1.4455 0.3743 -1.1057 -0.21 -1.31 -0.07
C 2.0327 -0.6305 -0.1522 0.87 -0.72 0.41
F 3.3039 -0.9570 -0.5717 -0.77 0.19 0.38
F 2.1376 -0.0379 1.0810 -0.19 -0.44 -0.56
F 1.5118 -0.1850 -2.3599 -0.14 0.29 0.26
F 2.2746 1.4198 -1.0806 -0.40 1.06 -0.28
O -0.7343 -0.5306 -0.6771 1.10 -0.40 2.25
C -2.0343 -0.4804 -0.9822 0.77 -1.32 -0.71
C -2.7326 -1.8243 -0.6792 1.78 0.65 1.99
F -2.5435 -2.0017 0.7081 0.12 -0.19 -0.93
F -4.0118 -1.6621 -0.8377 -1.67 -0.10 -0.71
F -2.6892 0.4832 -0.3592 -0.48 1.14 0.37
F -2.0550 -0.2437 -2.3094 -1.34 0.44 -1.11
H -0.3667 1.1259 -1.7207 -0.07 0.60 -0.15
H -0.0578 1.4504 -0.0276 -0.50 -0.36 0.80
H 1.4289 -1.5398 -0.1108 0.19 0.10 0.27
H -2.3068 -2.6576 -1.2216 -0.11 -0.27 -0.09
C 4.4709 4.3168 1.0845 -0.27 0.36 -1.14
C 3.6912 4.8071 -0.1646 -0.51 0.03 -0.11
C 2.1195 4.8059 -0.0181 0.41 0.58 1.03
F 1.6405 3.7354 0.6640 0.56 -0.67 -0.83
F 1.7569 5.8296 0.7777 0.19 1.08 0.21
F 4.0781 6.0624 -0.6031 -0.39 -1.08 0.78
F 3.9739 3.9585 -1.1924 -0.01 -0.08 0.29
O 4.5375 5.3864 2.0236 0.45 -0.96 0.70
C 4.5431 4.9822 3.3473 -1.91 1.72 1.00
C 3.0889 4.9077 3.9345 0.21 -0.97 0.00
F 2.4691 3.8393 3.3832 -0.28 -0.11 -0.64
F 3.1419 4.6203 5.2493 0.39 0.29 0.45
F 5.1909 3.8672 3.6369 0.41 -0.75 -0.67
F 5.1093 5.9596 4.0826 0.48 0.39 -0.42
H 5.4576 4.0120 0.7266 0.06 0.21 0.17
H 3.9644 3.4321 1.4702 -0.08 0.10 0.06
H 1.6178 4.9505 -0.9621 -0.05 -0.40 -0.53
H 2.4800 5.8000 3.8079 0.24 0.19 -0.35
C -3.7300 0.0643 3.1235 1.70 1.72 0.97
C -3.8755 1.5528 2.8401 -0.94 1.04 0.24
C -5.0930 1.8997 2.0051 -0.65 2.17 -0.52
F -5.0419 3.2077 1.4477 0.48 -1.50 0.80
F -5.3182 1.0870 0.9670 0.15 -0.33 0.28
F -4.1136 2.1900 4.0540 0.18 -0.23 -0.55
F -2.7608 2.1217 2.3362 0.11 -0.77 0.02
O -4.9169 -0.5018 3.5948 -1.34 0.79 0.13
C -5.2261 -1.7744 3.2985 -1.25 -0.47 -0.03
C -6.5460 -2.2505 4.0525 2.62 1.31 0.36
F -6.8544 -3.5049 3.7111 -0.23 0.53 -0.06
F -6.1958 -2.2162 5.3839 -0.57 -0.23 -0.59
F -5.3729 -1.9234 1.9718 -0.28 -0.15 -0.58
F -4.2624 -2.5793 3.6722 1.66 -1.29 0.37
H -3.0792 0.1899 4.0013 0.48 -0.94 -0.37
H -3.2306 -0.3233 2.2518 -0.12 -0.99 -0.15
H -5.8872 1.9531 2.7382 -0.75 -0.39 -0.34
H -7.2586 -1.4676 3.8656 -1.18 -0.31 -0.05
C -4.4856 6.6044 -1.7990 1.65 0.47 -0.76
C -5.6042 6.7382 -0.8060 0.30 -3.04 -1.06
C -5.3837 6.2984 0.6161 -0.19 0.59 1.70
F -4.5864 7.1693 1.3115 0.35 -0.47 -0.92
F -6.5192 6.2719 1.3568 -0.59 0.08 -0.64
F -6.2049 7.8632 -0.9531 -1.22 2.19 -0.06
F -6.4088 5.7099 -1.3479 -1.09 0.20 1.11
O -3.6170 5.5575 -1.3833 0.13 -0.55 1.39
C -2.6032 5.0618 -2.1154 0.38 0.42 -0.13
C -2.1361 3.7242 -1.5168 1.08 -0.05 -0.52
F -1.1573 3.0679 -2.3289 -1.90 1.43 1.07
F -1.5354 4.0124 -0.3413 -0.31 -0.54 -0.31
F -3.0420 4.8645 -3.3781 0.72 0.20 -0.33
F -1.5059 5.8829 -2.0764 -0.69 0.05 -0.83
H -3.9390 7.5300 -1.9760 0.06 0.05 0.17
H -5.0141 6.2767 -2.6858 0.25 0.35 -0.45
H -5.0381 5.2886 0.5825 0.89 -0.46 0.25
H -3.0277 3.1227 -1.4147 0.14 -0.79 0.29
```
Positions in Å, forces in eV/Å.

Results
Structure (SMILES) ... FC(F)C(F)(F)COC(F)(F)C(F)F.FC(F)C(F)(F)COC(F)(F)C(F)F.FC(F)C(F)(F)COC(F)(F)C(F)F.FC(F)C(F)(F)COC(F)(F)C(F)F.FC(F)C(F)(F)COC(F)(F)C(F)F.FC(F)C(F)(F)COC(F)(F)C(F)F.O=C1OCCO1
Frontier orbital gap ... 11.657 eV
Charge ... 0
HOMO level ... -11.370 eV

Results of the Mulliken charge analysis, in e, for atoms 1 through 8: -0.380 -0.216 -0.103 0.651 -0.625 -0.345 0.327 0.233

=====

Density functional theory data (the ωB97M-V functional and the def2-TZVPD basis) for C33H28FeN5O5S as an isolated structure.

```
73
Properties=species:S:1:pos:R:3:forces:R:3
Fe -0.3467 -0.7423 -0.0435 0.35 -0.07 0.44
O -0.1147 -2.0116 -3.8073 0.03 0.01 -0.09
C -0.2161 -1.8346 -2.5925 0.21 -0.01 0.08
N 0.3608 -0.8490 -1.8532 -0.55 0.32 -0.20
C 0.7830 0.3997 -2.3587 0.08 0.05 0.43
C 0.9581 0.7766 -3.6819 -0.01 0.00 0.03
C 1.2138 2.1192 -3.9860 -0.02 -0.05 0.03
C 1.2949 3.0684 -2.9848 0.02 0.01 0.01
C 1.1663 2.7021 -1.6414 0.17 0.01 0.06
C 0.9544 1.3727 -1.3195 -0.18 -0.34 -0.36
N 0.8087 0.8105 -0.0538 -0.65 0.19 -0.38
C 1.0460 1.3960 1.1223 0.14 0.23 0.05
O 1.4286 2.5286 1.3785 0.27 -0.05 0.21
C 0.9354 0.3215 2.1921 0.15 -0.18 -0.27
C 1.2932 0.4891 3.5152 -0.04 0.16 0.09
C 1.3199 -0.6217 4.3399 0.01 0.03 0.06
C 1.0007 -1.8675 3.8229 -0.02 -0.08 -0.08
C 0.6265 -1.9546 2.4916 -0.02 0.04 0.14
N 0.6040 -0.8838 1.7105 -0.27 -0.11 0.19
C -1.1671 -2.6114 -1.7120 -0.07 -0.08 0.07
C -2.3372 -3.0727 -2.2177 0.10 0.11 0.06
C -3.4418 -3.2011 -1.2882 -0.13 0.00 0.06
C -3.3212 -2.8618 0.0031 -0.08 -0.09 -0.06
C -2.0003 -2.4534 0.5954 0.19 0.28 0.08
N -0.8930 -2.5349 -0.3674 0.19 -0.12 -0.24
H 0.8548 0.0379 -4.4621 -0.01 -0.04 -0.01
H 1.3195 2.4163 -5.0237 0.00 -0.01 -0.01
H 1.4512 4.1102 -3.2424 0.00 0.00 0.03
H 1.2143 3.4296 -0.8423 0.01 -0.02 -0.03
H 1.5370 1.4815 3.8681 0.02 0.02 -0.05
H 1.5908 -0.5192 5.3839 0.01 0.01 0.01
H 1.0209 -2.7575 4.4374 -0.01 0.01 0.00
H 0.3251 -2.8831 2.0238 0.02 0.00 0.01
H -2.4951 -3.1033 -3.2858 0.04 0.00 -0.03
H -4.4214 -3.4560 -1.6875 0.02 -0.01 0.04
H -4.1909 -2.7869 0.6475 0.02 -0.06 0.02
H -1.7695 -3.1047 1.4644 -0.06 -0.08 -0.09
C -0.6114 8.5467 1.6670 0.00 -0.01 -0.01
C -0.9902 7.0883 1.7260 -0.01 0.00 -0.01
C -1.6818 6.4820 0.6874 -0.01 0.03 -0.03
C -2.0491 5.1377 0.7340 0.01 0.00 0.05
C -2.7268 4.4997 -0.4457 0.04 -0.05 -0.03
C -1.7421 4.3792 1.8637 -0.11 0.05 -0.09
C -1.0227 4.9699 2.9084 -0.01 -0.01 0.04
C -0.6280 4.1462 4.1052 0.03 0.04 0.01
C -0.6565 6.3084 2.8276 0.01 -0.03 -0.01
C -2.1445 2.8975 1.9853 0.59 0.10 0.52
O -2.9400 2.6464 2.9144 -0.23 0.03 -0.17
O -1.5254 2.1234 1.2296 -0.30 -0.04 -0.18
H -0.7406 8.9427 0.6578 0.00 0.00 0.00
H 0.4317 8.6988 1.9555 0.00 0.00 0.00
H -1.2268 9.1512 2.3406 0.00 0.00 0.00
H -1.9317 7.0653 -0.1963 0.00 0.00 0.00
H -3.0727 5.2560 -1.1559 0.01 -0.01 0.00
H -3.5711 3.8823 -0.1381 -0.02 -0.02 0.03
H -2.0325 3.8234 -0.9505 -0.03 -0.01 -0.01
H -0.1607 3.2170 3.7739 -0.03 0.00 0.01
H -1.5066 3.8742 4.6915 0.00 -0.03 -0.03
H 0.0818 4.6905 4.7338 0.00 0.02 0.00
H -0.0855 6.7502 3.6417 0.00 0.00 0.00
S -2.9013 0.8465 -1.2721 0.09 0.02 0.10
C -3.3984 0.7093 -2.8293 -0.06 -0.05 -0.07
N -4.6759 1.1182 -3.1989 0.11 -0.01 0.10
C -5.2034 1.0298 -4.4459 0.00 -0.03 -0.15
C -4.4809 0.5140 -5.4673 -0.04 0.04 0.11
C -3.1529 0.0727 -5.1741 0.05 0.00 0.05
C -2.6372 0.1672 -3.9258 -0.06 -0.01 -0.22
H -5.2180 1.4985 -2.4376 -0.02 0.01 0.01
H -6.2164 1.3934 -4.5533 0.00 0.00 -0.01
H -4.9008 0.4418 -6.4593 -0.02 0.01 0.01
H -2.5402 -0.3527 -5.9600 -0.01 0.00 0.00
H -1.6356 -0.1756 -3.7282 0.03 0.01 0.06
O -1.9435 -1.1122 1.0064 0.06 -0.09 -0.38
```
Positions in Å, forces in eV/Å.

Results
ΔE to the lowest compared entry with this formula, charge and spin ... 121.10 kJ/mol
Multiplicity ... 2
Frontier orbital gap (alpha / beta) ... 5.974 / 5.875 eV
Charge ... -2
HOMO level (alpha / beta) ... -1.639 / -1.541 eV

Results of the Mulliken charge analysis, in e, for atoms 1 through 8: -0.646 -0.741 0.551 -0.240 0.251 -0.273 -0.551 -0.680

=====

Density functional theory data (the ωB97M-V functional and the def2-TZVPD basis) for C33H29BrCl2CsIN5OS as an isolated structure.

```
74
Properties=species:S:1:pos:R:3:forces:R:3
Cs 0.2701 -1.9066 -0.3280 0.21 0.16 0.14
C 0.5169 0.4373 5.3057 -0.02 -0.03 0.00
N 0.8131 1.2595 4.1541 0.02 0.00 -0.07
C 1.7505 2.2730 4.1074 0.03 0.07 -0.06
C 1.7212 2.7886 2.8702 0.10 0.01 0.12
N 0.7601 2.0860 2.1513 0.04 -0.12 0.08
C 0.1932 1.1199 2.9518 -0.05 -0.01 0.16
S -1.0251 0.0000 2.6855 -0.04 0.08 -0.10
C 0.5029 2.3617 0.7844 -0.10 -0.01 -0.16
C 0.6598 3.6683 0.3285 -0.06 0.00 0.05
C 0.4735 3.9069 -1.0175 -0.01 -0.05 -0.10
C 0.1283 2.8514 -1.8516 0.02 0.06 0.05
C -0.0202 1.5995 -1.2831 -0.01 0.01 -0.02
N 0.1672 1.3522 0.0094 0.06 0.01 0.03
H 1.0614 0.8370 6.1582 0.00 0.00 0.00
H 0.8170 -0.5942 5.1225 -0.01 0.01 0.00
H -0.5541 0.4503 5.5004 0.01 0.00 0.01
H 2.3804 2.5086 4.9450 0.01 0.00 0.02
H 2.3718 3.5009 2.3979 -0.01 -0.03 -0.03
H 0.9041 4.4743 1.0052 0.00 -0.03 0.02
H 0.5955 4.9081 -1.4090 -0.01 0.01 -0.02
H -0.0129 2.9879 -2.9143 0.00 0.01 -0.01
H -0.2918 0.7504 -1.9010 0.01 0.00 0.00
Cl 0.1765 -7.0222 -2.1340 0.01 -0.01 0.00
C -1.3560 -6.3109 -1.7059 -0.01 0.00 -0.03
C -2.4410 -7.1554 -1.4905 -0.03 0.00 0.00
C -3.6654 -6.6549 -1.1386 0.02 -0.05 -0.02
Cl -5.0039 -7.7566 -0.8753 0.01 -0.01 0.00
C -3.8518 -5.2656 -0.9820 -0.14 0.22 -0.02
C -5.0756 -4.6660 -0.6066 0.01 -0.04 0.01
C -5.1494 -3.3106 -0.4569 -0.05 0.00 0.01
C -3.9969 -2.5400 -0.6820 0.07 0.02 -0.04
N -2.8448 -3.0541 -1.0448 -0.15 0.08 0.08
C -2.7534 -4.3932 -1.2080 0.28 -0.28 0.03
C -1.4217 -4.9055 -1.5900 -0.07 0.27 0.04
O -0.4565 -4.1215 -1.7644 -0.04 -0.39 -0.17
H -2.3066 -8.2230 -1.6017 0.00 -0.01 0.00
H -5.9414 -5.2917 -0.4338 0.01 -0.01 0.00
H -6.0726 -2.8271 -0.1629 0.01 0.00 0.00
H -4.0305 -1.4624 -0.5503 0.00 0.00 0.00
C 4.9069 1.7945 2.1714 -0.01 -0.01 0.01
N 4.2316 2.2192 0.9665 0.04 0.03 -0.02
C 5.0040 3.1417 0.1647 0.00 0.01 0.01
C 3.5424 1.1608 0.2286 -0.03 -0.03 0.07
C 4.2799 -0.0229 -0.3922 0.03 0.11 -0.03
C 5.6691 -0.1038 -0.4194 0.03 0.01 0.01
C 6.2959 -1.2009 -1.0068 -0.01 0.00 0.00
C 5.5136 -2.1946 -1.5709 0.01 0.02 0.00
C 4.1220 -2.0771 -1.5416 0.06 0.03 -0.03
C 3.4379 -1.0022 -0.9568 -0.27 -0.08 0.03
H 5.1370 2.6705 2.7886 0.01 0.01 0.01
H 5.8431 1.2469 2.0046 0.01 0.00 -0.01
H 4.2429 1.1422 2.7420 0.00 -0.01 0.00
H 5.2245 4.0392 0.7526 0.01 0.01 0.00
H 4.4143 3.4408 -0.7037 0.00 0.01 -0.01
H 5.9586 2.7431 -0.2048 0.00 0.00 0.00
H 2.9755 1.6534 -0.5682 -0.01 0.00 -0.02
H 2.7921 0.7357 0.9059 0.01 0.00 -0.02
H 6.2897 0.6742 0.0113 0.01 0.01 0.00
H 7.3783 -1.2685 -1.0205 0.01 0.00 0.00
H 5.9811 -3.0577 -2.0361 0.02 -0.01 0.00
H 3.5587 -2.8803 -2.0175 -0.04 -0.02 0.03
Br -6.8961 1.0200 0.6455 0.01 0.00 -0.01
C -6.0124 1.8369 -0.8171 -0.01 -0.03 0.01
C -6.7950 2.2494 -1.8875 0.01 0.00 -0.01
C -6.2016 2.8442 -2.9875 0.00 0.00 0.01
C -4.8263 3.0240 -3.0167 0.01 0.00 0.01
C -4.0513 2.6101 -1.9464 -0.05 0.03 -0.04
C -4.6345 2.0121 -0.8321 0.01 0.03 0.08
I -3.3633 1.4007 0.7115 0.03 -0.03 -0.07
H -7.8645 2.0968 -1.8511 -0.01 0.00 0.00
H -6.8147 3.1609 -3.8205 -0.01 0.00 -0.01
H -4.3533 3.4833 -3.8747 0.00 0.00 -0.01
H -2.9780 2.7470 -1.9665 0.01 0.00 0.00
```
Positions in Å, forces in eV/Å.

Results
ΔE to the lowest compared entry with this formula, charge and spin ... 46.83 kJ/mol
Frontier orbital gap ... 5.267 eV
Charge ... -1
HOMO level ... -3.496 eV

Results of the Mulliken charge analysis, in e, for atoms 1 through 8: 1.205 -0.943 0.262 -0.515 -0.478 0.485 -0.019 -0.304

=====

Which F_max belongs to each record? In order, 3.24; 0.79; 0.42 eV/A.
Which energy belongs to each record? In order, -183541.1556; -97587.2917; -158762.0040 eV.